1.
Formula: C47H96F18N3O21P2S6
Source: the Open Molecules 2025 dataset
Level of theory: ωB97M-V with the def2-TZVPD basis set

Geometry as ORCA input:
```
! wB97M-V def2-TZVPD RIJCOSX def2/J DEFGRID3
* xyz -1 1
C -7.054 7.114 3.542
C -6.464 6.010 4.349
O -6.416 5.916 5.523
N -6.069 4.835 3.511
H -6.621 4.067 3.950
H -6.534 4.907 2.579
C -4.650 4.474 3.612
H -8.114 6.950 3.352
H -6.468 7.288 2.643
H -7.038 8.028 4.142
H -4.438 3.649 2.939
H -4.463 4.166 4.634
H -4.001 5.307 3.349
C -2.796 -0.234 0.549
C -2.161 0.881 -0.179
O -1.256 0.735 -0.929
N -2.671 2.278 0.068
H -3.700 2.115 0.204
H -2.357 2.690 0.960
C -2.405 3.141 -1.109
H -3.779 -0.544 0.188
H -2.839 -0.055 1.620
H -2.231 -1.153 0.387
H -1.328 3.140 -1.255
H -2.728 4.148 -0.905
H -2.853 2.708 -1.992
C -0.295 6.387 -0.334
C -0.475 5.722 0.984
O -1.182 4.825 1.226
N 0.364 6.285 2.161
H 1.183 6.721 1.730
H -0.187 7.034 2.589
C 0.827 5.206 3.078
H -1.142 6.053 -0.938
H 0.583 6.060 -0.903
H -0.318 7.479 -0.359
H 1.049 4.293 2.540
H 0.085 5.025 3.853
H 1.729 5.555 3.580
C -1.294 -7.884 -5.008
C 0.102 -7.795 -5.599
C 1.063 -6.898 -4.787
C 0.759 -5.432 -5.083
P 1.520 -4.251 -3.958
C 0.820 -2.603 -4.049
C 1.535 -1.542 -3.211
C 1.030 -0.135 -3.481
C 1.386 0.521 -4.812
C 1.466 -4.779 -2.241
C 2.421 -5.906 -1.834
C 2.061 -6.651 -0.536
C 0.644 -7.217 -0.416
C 3.257 -4.021 -4.456
C 3.440 -3.248 -5.767
C 4.915 -3.029 -6.017
C 5.251 -2.294 -7.314
H -1.280 -8.210 -3.964
H -1.859 -8.669 -5.533
H -1.973 -7.039 -5.107
H -0.031 -7.298 -6.572
H 0.637 -8.724 -5.785
H 2.078 -7.236 -5.015
H 0.927 -7.151 -3.734
H -0.329 -5.292 -5.026
H 1.076 -5.245 -6.111
H -0.264 -2.686 -3.880
H 0.826 -2.215 -5.077
H 2.587 -1.490 -3.523
H 1.393 -1.762 -2.151
H 1.331 0.584 -2.708
H -0.052 -0.085 -3.293
H 2.472 0.592 -4.928
H 1.044 1.559 -4.843
H 0.849 0.054 -5.641
H 0.426 -5.124 -2.128
H 1.706 -3.945 -1.581
H 3.424 -5.512 -1.650
H 2.467 -6.663 -2.615
H 2.313 -6.011 0.316
H 2.792 -7.464 -0.445
H 0.346 -7.853 -1.248
H -0.077 -6.405 -0.302
H 0.600 -7.805 0.501
H 3.673 -5.015 -4.641
H 3.734 -3.551 -3.594
H 2.920 -2.293 -5.669
H 2.937 -3.819 -6.553
H 5.556 -3.902 -5.871
H 5.253 -2.368 -5.200
H 6.320 -2.135 -7.411
H 4.714 -1.350 -7.405
H 4.860 -2.922 -8.122
C 6.223 2.915 0.720
C 5.879 2.752 2.211
C 5.939 1.301 2.722
C 4.919 0.335 2.090
P 3.173 0.454 2.541
C 3.113 0.266 4.348
C 3.622 -1.102 4.737
C 3.914 -1.204 6.238
C 5.329 -0.757 6.585
C 2.384 1.867 1.762
C 2.086 1.823 0.269
C 1.382 3.128 -0.108
C 1.542 3.537 -1.552
C 2.369 -0.940 1.733
C 0.943 -1.190 2.198
C 0.330 -2.348 1.438
C 1.106 -3.653 1.599
H 5.311 2.807 0.127
H 6.964 2.217 0.339
H 6.553 3.947 0.609
H 4.876 3.165 2.376
H 6.476 3.413 2.843
H 5.872 1.342 3.810
H 6.915 0.941 2.390
H 5.292 -0.675 2.260
H 4.975 0.488 1.004
H 2.095 0.509 4.661
H 3.767 1.081 4.678
H 4.534 -1.325 4.175
H 2.936 -1.896 4.436
H 3.825 -2.258 6.501
H 3.205 -0.588 6.789
H 5.508 0.296 6.354
H 6.139 -1.355 6.153
H 5.539 -0.910 7.650
H 3.042 2.727 1.925
H 1.450 2.064 2.301
H 1.402 1.024 -0.009
H 3.010 1.781 -0.321
H 1.713 3.997 0.480
H 0.326 2.962 0.133
H 1.304 2.760 -2.279
H 2.558 3.902 -1.703
H 0.800 4.289 -1.809
H 2.990 -1.810 1.968
H 2.375 -0.708 0.668
H 0.309 -0.311 2.029
H 0.906 -1.349 3.281
H 0.385 -2.052 0.381
H -0.699 -2.571 1.704
H 0.566 -4.472 1.125
H 1.325 -3.887 2.643
H 2.082 -3.674 1.087
C -2.114 -4.149 3.668
F -2.601 -3.203 2.852
F -1.283 -4.924 2.949
F -1.395 -3.529 4.617
S -3.462 -5.199 4.423
O -4.369 -4.207 4.949
O -3.964 -5.959 3.310
O -2.681 -5.913 5.414
C 1.393 5.704 -4.489
F 1.795 6.484 -5.493
F 1.953 4.498 -4.670
F 1.888 6.228 -3.339
S -0.470 5.664 -4.442
O -0.797 5.290 -5.786
O -0.813 4.680 -3.416
O -0.778 7.015 -4.039
C -5.920 6.050 -1.545
F -5.746 5.475 -2.730
F -4.858 6.835 -1.235
F -6.956 6.893 -1.604
S -6.145 4.778 -0.212
O -7.006 3.802 -0.770
O -4.770 4.388 0.050
O -6.784 5.546 0.860
C -2.909 -3.434 -1.709
F -3.323 -2.456 -2.501
F -1.572 -3.272 -1.460
F -3.472 -3.352 -0.503
S -3.306 -5.074 -2.491
O -2.551 -5.068 -3.739
O -2.781 -6.034 -1.552
O -4.735 -5.015 -2.615
C -6.612 -0.299 2.752
F -7.587 -0.531 3.625
F -5.476 -0.818 3.229
F -6.980 -0.908 1.629
S -6.457 1.503 2.372
O -6.682 2.167 3.655
O -5.147 1.696 1.761
O -7.559 1.721 1.477
C -1.982 0.944 5.076
F -1.868 -0.258 4.541
F -3.255 1.273 5.187
F -1.416 0.911 6.298
S -1.095 2.193 4.056
O -1.289 3.459 4.718
O 0.275 1.708 3.949
O -1.783 2.046 2.776
*
```

**E**: -8462.28131 Eh
**Molar mass**: 1635.60 g/mol
**Strongest force on any atom**: 2.1 eV/Å
**Highest occupied orbital energy**: -5.51 eV
**Orbital gap**: 5.15 eV
**Lowest unoccupied orbital energy**: -0.0132 Eh

---

2.
Formula: C47H97Br2N3O15PS12
Source: the Open Molecules 2025 dataset
Level of theory: ωB97M-V with the def2-TZVPD basis set

Geometry as ORCA input:
```
! wB97M-V def2-TZVPD RIJCOSX def2/J DEFGRID3
* xyz -1 1
C 3.239 -0.535 2.623
C 3.463 1.006 2.099
O 3.116 1.943 3.030
N 4.068 1.515 0.854
C 5.063 2.603 0.972
P 3.252 1.278 -0.676
C 1.437 1.725 -0.103
C 1.264 3.115 0.697
O 0.438 2.816 1.915
C 3.641 3.013 -1.493
C 2.964 3.131 -3.020
C 1.382 3.520 -3.024
S 0.382 2.113 -3.832
C -1.439 2.456 -3.366
S -2.283 3.471 -4.437
N -1.961 1.834 -2.095
C -3.062 2.628 -1.438
C -4.618 2.765 -1.932
C -5.663 3.738 -1.067
C -5.235 4.577 0.285
C -3.685 4.405 0.808
C -2.662 3.455 -0.051
C -2.268 0.363 -2.224
C -2.139 -0.495 -3.621
C -2.466 -2.133 -3.587
C -2.903 -2.908 -2.180
C -3.046 -2.059 -0.764
C -2.723 -0.430 -0.824
O 4.828 0.891 -1.405
C 5.082 -0.538 -1.638
C 6.439 -1.121 -0.926
Br 6.493 -0.959 1.066
C 7.715 -0.202 -1.497
C 8.801 -1.208 -2.205
Br 8.669 0.697 0.066
C 3.643 -1.359 -1.405
C 3.128 -1.470 -2.993
C 3.911 -2.623 -3.855
N 4.300 -2.195 -5.271
C 3.795 -2.841 -0.707
S 2.040 -3.595 -0.740
O 1.551 -4.059 0.653
O 2.063 -4.694 -1.829
O 2.857 -0.441 -0.514
H 3.677 -0.627 3.705
H 2.058 -0.669 2.740
H 3.581 -1.367 1.876
H 4.475 3.634 1.094
H 5.897 2.676 0.157
H 5.637 2.467 2.010
H 2.564 1.088 -1.963
H 0.671 1.703 -0.990
H 1.101 0.844 0.630
H 2.295 3.590 1.066
H 0.696 3.980 0.152
H -0.227 3.572 2.063
H 3.405 3.917 -0.809
H 4.810 3.073 -1.735
H 3.251 2.200 -3.704
H 3.542 4.050 -3.517
H 1.256 4.438 -3.777
H 0.936 3.881 -2.007
H -4.979 2.215 -2.915
H -6.795 3.873 -1.417
H -5.932 5.294 0.901
H -3.247 4.940 1.781
H -1.561 3.360 0.334
H -1.814 -0.018 -4.639
H -2.322 -2.718 -4.617
H -3.120 -4.071 -2.153
H -3.349 -2.598 0.257
H -2.808 0.138 0.222
H 5.409 -0.529 -2.787
H 6.668 -2.235 -1.250
H 7.378 0.628 -2.251
H 9.772 -0.650 -2.606
H 8.264 -1.824 -3.050
H 9.150 -1.987 -1.383
H 3.279 -0.450 -3.582
H 1.969 -1.731 -3.062
H 4.935 -2.966 -3.345
H 3.278 -3.631 -3.947
H 3.777 -1.339 -5.556
H 5.327 -1.932 -5.183
H 4.247 -2.812 0.390
H 4.482 -3.593 -1.307
H 1.146 -2.580 -1.210
C 1.292 -3.668 5.191
S 1.489 -1.871 5.182
O 2.926 -1.572 5.490
C 0.536 -1.571 6.690
H 1.844 -4.084 4.345
H 1.688 -4.083 6.121
H 0.233 -3.920 5.090
H 0.980 -2.116 7.527
H -0.497 -1.892 6.539
H 0.554 -0.501 6.906
C -2.351 0.655 9.570
S -3.301 -0.795 9.054
O -2.516 -1.492 7.982
C -4.627 0.131 8.243
H -1.443 0.315 10.073
H -2.079 1.253 8.697
H -2.946 1.254 10.264
H -4.213 0.761 7.452
H -5.147 0.746 8.981
H -5.331 -0.581 7.806
C -4.631 -0.078 -6.949
S -3.811 -1.528 -7.655
O -2.768 -1.977 -6.676
C -2.965 -0.634 -8.981
H -5.199 -0.393 -6.070
H -3.887 0.665 -6.653
H -5.315 0.349 -7.686
H -2.324 0.143 -8.558
H -3.704 -0.189 -9.651
H -2.351 -1.344 -9.541
C -4.940 4.871 5.124
S -6.190 6.003 4.470
O -6.231 5.820 2.982
C -5.261 7.519 4.806
H -5.292 3.846 4.984
H -3.997 5.006 4.589
H -4.797 5.061 6.190
H -4.298 7.489 4.291
H -5.107 7.621 5.883
H -5.841 8.370 4.441
C -10.108 2.065 -3.167
S -9.911 3.863 -3.176
O -8.474 4.161 -2.869
C -10.864 4.162 -1.668
H -9.556 1.649 -4.013
H -9.712 1.650 -2.237
H -11.167 1.813 -3.268
H -10.420 3.617 -0.831
H -11.897 3.841 -1.819
H -10.846 5.232 -1.452
C -1.123 -5.581 -0.292
S -0.710 -6.972 -1.372
O -1.914 -7.257 -2.221
C -0.662 -8.217 -0.060
H -1.242 -4.686 -0.908
H -2.057 -5.782 0.237
H -0.313 -5.421 0.424
H -1.626 -8.255 0.454
H 0.132 -7.970 0.648
H -0.455 -9.189 -0.512
C -2.707 -5.345 -11.738
S -2.667 -4.362 -10.220
O -2.983 -2.943 -10.593
C -0.879 -4.474 -9.973
H -3.736 -5.380 -12.103
H -2.069 -4.885 -12.498
H -2.364 -6.360 -11.525
H -0.355 -4.068 -10.843
H -0.596 -5.518 -9.818
H -0.613 -3.892 -9.088
C 5.717 -2.645 5.833
S 6.300 -4.356 5.777
O 5.926 -5.003 7.078
C 8.062 -3.955 5.856
H 4.624 -2.649 5.832
H 6.076 -2.157 6.742
H 6.076 -2.108 4.952
H 8.275 -3.386 6.763
H 8.344 -3.375 4.974
H 8.630 -4.887 5.871
C 0.917 4.508 6.397
S 1.500 2.797 6.341
O 1.126 2.150 7.642
C 3.262 3.199 6.420
H -0.176 4.504 6.396
H 1.276 4.996 7.306
H 1.276 5.045 5.516
H 3.475 3.768 7.328
H 3.544 3.779 5.538
H 3.830 2.266 6.435
*
```

**E**: -13408.30365 Eh
**Molar mass**: 1519.88 g/mol
**Strongest force on any atom**: 7.2 eV/Å
**Highest occupied orbital energy**: -4.86 eV
**Orbital gap**: 6.19 eV
**Lowest unoccupied orbital energy**: 0.0488 Eh